The following is a quantum chemistry calculation of 2 unconnected molecules or ions with the total composition BrClH2N2 in a non-equilibrium geometry, from the Open Molecules 2025 dataset.

The geometry in XYZ format:
```
6
Properties=species:S:1:pos:R:3:forces:R:3:mulliken_charge:R:1
N 1.72580 -0.40946 0.21675 -0.772 1.060 1.439 -0.52
N -0.96022 0.25251 -0.70049 1.238 -2.383 -2.084 -0.26
Cl -1.25804 1.66509 -0.09925 -1.202 2.154 1.498 0.09
Br -1.89977 -1.27302 -0.26666 -0.555 0.320 0.473 0.08
H 0.79051 -0.42480 -0.29308 1.376 0.278 1.040 0.39
H 1.60172 0.18968 1.14273 -0.085 -1.428 -2.367 0.23
```
Forces are in eV/Å.

Calculated values
- energy relative to the best compared isomer or geometry (same formula, charge and spin) (kcal per mole) = 78.5
- gap between HOMO and LUMO (alpha / beta) (eV) = 8.49 / 9.31
- charge = 0
- highest occupied orbital energy (alpha / beta) (eV) = -10.251 / -9.797